No. 1
The following is a DFT calculation (ωB97M-V/def2-TZVPD) of a 6-piece molecular cluster, C34H52ClN5O8 overall.

Properties
- electronic energy (eV) = -72456.717
- highest occupied orbital energy (eV) = -8.937
- SMILES = COCc1ccc2c(c1)C(=O)c1ccc(C[C@@H](C)Cl)cc1C2=O.CNC(C)=O.CNC(C)=O.CNC(C)=O.CNC(C)=O.CNC(C)=O

Element x y z (Å)
C: 6.130 -0.309 -1.303
O: 5.820 1.053 -1.454
C: 5.871 1.751 -0.216
C: 4.632 1.463 0.600
C: 4.720 0.902 1.872
C: 3.576 0.617 2.602
C: 2.342 0.894 2.034
C: 2.216 1.469 0.759
C: 3.375 1.749 0.060
C: 0.846 1.715 0.223
O: 0.573 2.684 -0.441
C: -0.140 0.653 0.570
C: -1.141 0.237 -0.301
C: -1.998 -0.769 0.108
C: -1.854 -1.362 1.364
C: -2.773 -2.486 1.804
C: -2.812 -3.603 0.747
C: -1.417 -3.923 0.217
Cl: -3.446 -5.104 1.529
C: -0.867 -0.933 2.244
C: -0.014 0.085 1.830
C: 1.055 0.595 2.730
O: 0.878 0.794 3.905
H: 5.415 -0.840 -0.666
H: 6.117 -0.789 -2.278
H: 7.133 -0.449 -0.883
H: 6.746 1.417 0.351
H: 5.955 2.807 -0.462
H: 5.693 0.668 2.288
H: 3.616 0.189 3.594
H: 3.362 2.177 -0.935
H: -1.238 0.682 -1.284
H: -2.793 -1.169 -0.509
H: -3.777 -2.124 2.024
H: -2.307 -2.952 2.672
H: -3.461 -3.314 -0.075
H: -0.658 -3.829 0.992
H: -1.394 -4.936 -0.177
H: -1.171 -3.265 -0.614
H: -0.762 -1.377 3.223
C: 1.455 -0.369 -4.923
N: 1.052 -1.651 -4.352
C: 1.491 -2.214 -3.202
C: 2.519 -1.441 -2.410
O: 1.064 -3.291 -2.810
H: 0.583 0.274 -5.016
H: 1.879 -0.523 -5.911
H: 2.190 0.116 -4.294
H: 0.367 -2.205 -4.841
H: 2.774 -1.997 -1.512
H: 3.427 -1.296 -2.997
H: 2.120 -0.471 -2.107
C: -4.409 2.382 -3.433
N: -4.207 1.264 -2.531
C: -4.722 0.009 -2.617
C: -5.624 -0.300 -3.786
O: -4.452 -0.827 -1.768
H: -3.448 2.706 -3.837
H: -4.855 3.216 -2.890
H: -5.062 2.108 -4.255
H: -3.615 1.403 -1.726
H: -5.949 -1.333 -3.709
H: -6.503 0.345 -3.772
H: -5.090 -0.169 -4.728
C: -4.863 2.642 4.368
N: -5.456 1.378 3.977
C: -5.204 0.638 2.862
C: -4.184 1.176 1.888
O: -5.789 -0.416 2.674
H: -4.362 2.532 5.331
H: -5.643 3.400 4.468
H: -4.139 2.977 3.633
H: -6.145 0.965 4.585
H: -4.090 0.481 1.060
H: -4.504 2.146 1.504
H: -3.207 1.271 2.366
C: 2.972 4.729 -4.005
N: 2.449 3.498 -4.569
C: 2.770 2.908 -5.751
C: 3.800 3.594 -6.615
O: 2.236 1.860 -6.083
H: 3.440 4.521 -3.042
H: 2.156 5.436 -3.847
H: 3.706 5.179 -4.664
H: 1.756 2.991 -4.039
H: 3.946 3.004 -7.515
H: 3.459 4.590 -6.901
H: 4.752 3.673 -6.089
C: -0.138 -3.050 7.961
N: -0.387 -2.883 6.542
C: 0.298 -3.418 5.500
C: 1.476 -4.306 5.819
O: -0.038 -3.180 4.350
H: -1.016 -3.488 8.439
H: 0.054 -2.077 8.417
H: 0.716 -3.695 8.136
H: -1.159 -2.301 6.259
H: 1.912 -4.651 4.887
H: 2.233 -3.753 6.377
H: 1.157 -5.173 6.398

Löwdin atomic charge list, values in e, 8 entries:
1 C -0.113
2 O -0.182
3 C -0.173
4 C -0.187
5 C -0.014
6 C 0.014
7 C -0.079
8 C -0.072

No. 2
The following is a DFT calculation (ωB97M-V/def2-TZVPD) of C34H53AsBrN5O5P3STi as an isolated structure at a distorted geometry.

Properties
- electronic energy (eV) = -246495.404
- ΔE to the lowest compared entry with this formula, charge and spin (kJ/mol) = 97.5
- <S²> = 0.756
- net charge = +2
- highest occupied orbital energy (alpha / beta) (eV) = -12.196 / -12.196
- spin multiplicity = 2

Element x y z (Å)
Ti: 0.342 -0.039 -0.600
C: 0.949 5.429 0.574
C: 1.274 4.297 -0.360
C: 2.253 4.373 -1.335
C: 2.499 3.295 -2.181
C: 1.751 2.170 -1.965
Br: 1.838 0.669 -3.122
N: 0.849 2.023 -1.002
C: 0.598 3.090 -0.238
H: 1.621 6.271 0.423
H: 1.035 5.096 1.608
H: -0.071 5.781 0.415
H: 2.829 5.284 -1.451
H: 3.224 3.338 -2.981
H: -0.156 2.961 0.526
C: 1.921 -2.972 -3.053
P: 0.429 -2.286 -2.254
C: -0.593 -2.117 -3.760
C: -0.315 -3.781 -1.508
C: -1.565 -3.475 -0.696
P: -1.283 -2.149 0.529
C: -2.928 -2.063 1.312
C: -0.389 -3.009 1.865
H: 1.622 -3.880 -3.579
H: 2.709 -3.197 -2.345
H: 2.316 -2.270 -3.789
H: -0.571 -3.058 -4.313
H: -0.196 -1.334 -4.403
H: -1.629 -1.881 -3.529
H: 0.443 -4.250 -0.882
H: -0.532 -4.473 -2.325
H: -1.917 -4.365 -0.169
H: -2.382 -3.151 -1.348
H: -3.269 -3.085 1.487
H: -3.668 -1.550 0.703
H: -2.856 -1.557 2.274
H: -0.963 -3.877 2.196
H: -0.270 -2.328 2.709
H: 0.597 -3.322 1.533
N: 3.415 -1.262 7.075
C: 3.038 -0.679 5.907
C: 3.140 0.710 5.735
C: 2.748 1.304 4.558
C: 2.271 0.520 3.505
C: 2.145 -0.857 3.670
C: 2.527 -1.453 4.850
S: 1.763 1.357 2.072
O: 1.246 2.642 2.474
O: 2.801 1.403 1.070
N: 0.532 0.437 1.371
C: -0.719 0.669 1.998
N: -0.802 0.792 3.313
C: -1.999 1.117 3.793
C: -3.110 1.304 2.979
C: -2.916 1.117 1.628
N: -1.716 0.810 1.126
H: 3.771 -0.716 7.837
H: 3.340 -2.253 7.209
H: 3.517 1.321 6.546
H: 2.808 2.379 4.453
H: 1.745 -1.468 2.875
H: 2.426 -2.525 4.976
H: -2.073 1.231 4.868
H: -4.074 1.579 3.381
H: -3.732 1.225 0.922
C: 4.780 -0.302 -1.696
O: 3.874 -1.352 -1.298
P: 2.794 -1.182 -0.132
O: 2.211 -2.681 -0.035
C: 3.054 -3.800 0.317
O: 3.664 -1.263 1.192
C: 4.926 -0.650 1.524
H: 5.795 -0.640 -1.505
H: 4.595 0.619 -1.140
H: 4.652 -0.118 -2.758
H: 2.500 -4.699 0.055
H: 3.266 -3.787 1.383
H: 3.985 -3.768 -0.245
H: 4.924 0.412 1.315
H: 5.718 -1.162 0.981
H: 5.058 -0.810 2.591
C: -1.704 1.145 -4.039
As: -1.727 0.841 -2.129
C: -2.214 2.667 -1.681
C: -3.424 -0.114 -1.937
C: -4.623 0.581 -2.511
C: -5.111 0.186 -3.754
C: -6.242 0.781 -4.297
C: -6.904 1.778 -3.597
C: -6.428 2.179 -2.355
C: -5.297 1.584 -1.818
H: -2.650 1.625 -4.286
H: -1.608 0.228 -4.609
H: -0.883 1.814 -4.288
H: -3.125 2.906 -2.223
H: -1.419 3.330 -2.017
H: -2.374 2.799 -0.613
H: -3.535 -0.342 -0.880
H: -3.273 -1.064 -2.452
H: -4.604 -0.600 -4.305
H: -6.609 0.459 -5.263
H: -7.794 2.234 -4.010
H: -6.941 2.956 -1.802
H: -4.946 1.904 -0.843

Löwdin atomic charge list, values in e, 8 entries:
1 Ti 0.473
2 C -0.006
3 C -0.208
4 C 0.035
5 C -0.046
6 C -0.678
7 Br 0.930
8 N -0.125

No. 3
The following is a DFT calculation (ωB97M-V/def2-TZVPD) of a 8-piece molecular cluster, C34H53BF4N9O5 overall at a distorted geometry.

Properties
- electronic energy (eV) = -71303.080
- <S²> = 0.766
- net charge = +2
- highest occupied orbital energy (alpha / beta) (eV) = -10.022 / -11.747
- spin multiplicity = 2

Element x y z (Å)
C: 2.352 -0.633 1.860
N: 1.037 -0.786 2.592
C: -0.037 -1.310 1.970
C: -1.193 -1.694 2.693
C: -1.205 -1.559 4.058
C: -0.079 -1.111 4.712
C: 1.022 -0.649 3.982
C: -2.434 -1.851 4.791
C: -3.533 -0.940 4.755
C: -4.614 -1.176 5.590
N: -4.667 -2.259 6.354
C: -3.705 -3.189 6.333
C: -2.546 -3.006 5.509
C: -5.909 -2.583 7.121
H: 2.923 0.231 2.199
H: 2.353 -0.488 0.780
H: 2.942 -1.541 1.983
H: 0.024 -1.479 0.905
H: -2.013 -2.161 2.167
H: 0.046 -1.088 5.784
H: 2.005 -0.383 4.344
H: -3.526 -0.177 3.991
H: -5.413 -0.480 5.802
H: -3.810 -4.072 6.946
H: -1.850 -3.829 5.436
H: -6.255 -3.525 6.697
H: -6.651 -1.815 6.900
H: -5.769 -2.748 8.189
C: -2.939 2.788 -2.831
N: -2.014 2.728 -1.759
C: -2.161 1.788 -0.755
C: -1.237 1.870 0.292
C: -0.209 2.763 0.320
C: -0.145 3.657 -0.812
C: -1.005 3.590 -1.811
C: 0.743 2.820 1.527
C: 2.141 2.746 1.479
C: 2.906 3.095 2.648
N: 2.241 3.454 3.784
C: 0.902 3.518 3.806
C: 0.112 3.214 2.673
C: 3.003 4.104 4.926
H: -2.574 2.748 -3.858
H: -3.546 3.680 -2.676
H: -3.634 1.961 -2.687
H: -3.017 1.130 -0.764
H: -1.438 1.100 1.023
H: 0.700 4.320 -0.925
H: -0.992 4.439 -2.479
H: 2.488 2.498 0.487
H: 3.955 3.174 2.894
H: 0.614 3.891 4.778
H: -0.959 3.084 2.719
H: 2.440 3.769 5.797
H: 3.097 5.184 5.038
H: 3.950 3.565 4.947
B: 0.065 -0.634 -2.163
F: 0.497 -0.060 -0.992
F: -1.150 -0.318 -2.613
F: 0.938 -0.477 -3.229
F: 0.110 -1.982 -1.852
O: 4.954 0.297 0.117
C: 5.168 0.231 -1.120
N: 6.285 0.717 -1.665
C: 4.126 -0.540 -2.015
H: 7.006 1.162 -1.115
H: 6.553 0.500 -2.615
H: 4.418 -1.575 -2.195
H: 3.957 -0.004 -2.949
H: 3.246 -0.658 -1.383
O: -2.448 0.386 -7.197
C: -2.565 -0.117 -6.112
N: -2.096 0.437 -5.080
C: -3.027 -1.572 -6.053
H: -1.851 1.416 -5.038
H: -1.861 -0.138 -4.283
H: -2.320 -2.402 -6.052
H: -3.607 -1.726 -6.963
H: -3.772 -1.799 -5.290
O: -3.103 -3.976 0.818
C: -2.665 -3.515 -0.195
N: -2.620 -2.194 -0.350
C: -2.182 -4.337 -1.338
H: -3.011 -1.578 0.348
H: -2.335 -1.740 -1.205
H: -1.102 -4.213 -1.418
H: -2.663 -4.159 -2.300
H: -2.472 -5.322 -0.975
O: 1.938 4.842 -2.974
C: 2.664 4.113 -3.586
N: 3.490 4.631 -4.457
C: 2.686 2.596 -3.225
H: 4.023 3.920 -4.936
H: 3.479 5.596 -4.755
H: 3.452 2.117 -3.834
H: 1.705 2.234 -3.534
H: 2.734 2.498 -2.141
O: 3.231 -4.199 -5.231
C: 2.505 -3.731 -4.354
N: 1.599 -2.808 -4.628
C: 2.555 -4.244 -2.914
H: 1.135 -2.392 -3.833
H: 1.604 -2.523 -5.597
H: 1.720 -3.840 -2.343
H: 3.541 -3.958 -2.546
H: 2.547 -5.333 -2.873

Löwdin atomic charge list, values in e, 8 entries:
1 C 0.030
2 N -0.025
3 C 0.042
4 C 0.061
5 C -0.183
6 C 0.047
7 C 0.055
8 C -0.146